DFT (ωB97M-V/def2-TZVPD) results for 9 unconnected molecules or ions with the total composition C34H38B3N3O27 in a non-equilibrium geometry.

Values from the calculation:
orbital gap = 0.2314 hartree
net charge = -2

Element x y z (Å)
1 N -4.71782 -24.08635 20.42965
2 H -5.41313 -23.35663 20.36501
3 H -5.03587 -24.45721 21.31361
4 H -3.79716 -23.68039 20.34199
5 H -4.93748 -24.75223 19.70271
6 O -1.50094 -22.65000 16.69299
7 C -0.85758 -23.45204 16.06293
8 O -0.95755 -24.73463 16.12794
9 B 0.11879 -25.35854 15.33965
10 O 0.79655 -24.21230 14.69381
11 C 0.25629 -23.13723 15.07576
12 O 0.52909 -22.00968 14.68066
13 O 1.12431 -26.07298 16.14403
14 C 1.13858 -27.33730 15.82904
15 O 1.78855 -28.29182 16.24839
16 C 0.15586 -27.53230 14.63859
17 O -0.41422 -26.37049 14.35987
18 O -0.11121 -28.61186 14.10988
19 O -8.09942 -34.32502 23.16377
20 C -7.96512 -33.98674 21.96860
21 O -6.84756 -33.40044 21.47209
22 B -7.10287 -33.02548 20.05157
23 O -8.49915 -33.42755 19.72142
24 C -9.06966 -33.99728 20.81178
25 O -10.17890 -34.57748 20.95171
26 O -6.18631 -33.64754 19.09243
27 C -5.42354 -32.73276 18.50865
28 O -4.51807 -32.91515 17.61402
29 C -5.73685 -31.38864 19.28726
30 O -6.83290 -31.58313 19.95574
31 O -5.16019 -30.30926 19.07600
32 O -10.55822 -27.23404 17.84192
33 C -11.63375 -27.82918 17.49250
34 O -11.80381 -29.05743 17.21601
35 B -13.20447 -29.30445 16.75505
36 O -13.78927 -27.96006 16.63096
37 C -12.94865 -27.08588 17.21580
38 O -13.19386 -25.82642 17.34849
39 O -13.21633 -30.04688 15.50480
40 C -13.52960 -31.29888 15.71169
41 O -13.69964 -32.19520 14.89143
42 C -13.98224 -31.37420 17.15525
43 O -14.12969 -30.14277 17.62647
44 O -14.31562 -32.41889 17.80253
45 C 1.63190 -25.31040 23.09406
46 C 2.60240 -24.51893 22.19233
47 C 1.71277 -23.65202 21.38037
48 O 0.36533 -24.18997 21.52892
49 C 0.39581 -25.48847 22.14748
50 H 1.35978 -24.86986 24.05321
51 H 2.08695 -26.24051 23.43451
52 H 3.12366 -25.17135 21.49179
53 H 3.45123 -24.00723 22.64590
54 H 2.02914 -23.69719 20.33827
55 H 1.78854 -22.56700 21.45179
56 H 0.36585 -26.38412 21.52699
57 H -0.42997 -25.56310 22.85502
58 C -10.53597 -21.02829 12.95399
59 C -9.63805 -20.30257 13.98953
60 C -8.68220 -21.39881 14.32998
61 O -8.70376 -22.38777 13.22409
62 C -9.75284 -22.08718 12.23071
63 H -10.94151 -20.30363 12.24795
64 H -11.40046 -21.40544 13.50036
65 H -10.10393 -19.79669 14.83519
66 H -9.02057 -19.54783 13.50250
67 H -8.98153 -21.87008 15.26614
68 H -7.63488 -21.10794 14.41124
69 H -10.40119 -22.95449 12.10621
70 H -9.37958 -21.83090 11.23919
71 C -2.81245 -17.12350 23.90843
72 C -2.01217 -18.20384 23.31043
73 C -2.18393 -19.45019 24.16125
74 O -2.76942 -18.90820 25.38881
75 C -3.06263 -17.57297 25.39510
76 H -3.74289 -16.98782 23.35708
77 H -2.18829 -16.23754 23.79187
78 H -0.97761 -17.93279 23.09990
79 H -2.36992 -18.31882 22.28725
80 H -1.27093 -19.97677 24.43918
81 H -2.96325 -19.97081 23.60473
82 H -2.43930 -17.00883 26.08886
83 H -4.13264 -17.47041 25.57585
84 N -8.72474 -20.61359 21.47212
85 C -9.80642 -21.00288 22.22199
86 C -10.59662 -20.02655 22.92484
87 C -10.40315 -18.67635 22.60663
88 C -9.43611 -18.35196 21.71452
89 C -8.54928 -19.31177 21.21844
90 H -9.99080 -22.06190 22.32623
91 H -11.41706 -20.32748 23.55943
92 H -11.13274 -17.98832 23.00748
93 H -9.34352 -17.34435 21.33698
94 H -7.75935 -19.03340 20.53658
95 N -6.09900 -26.61545 25.16583
96 C -6.60095 -25.93266 26.25308
97 C -6.84569 -26.52803 27.53744
98 C -6.54345 -27.87122 27.63119
99 C -6.14351 -28.55230 26.50590
100 C -5.87195 -27.89232 25.30069
101 H -6.72247 -24.87209 26.08926
102 H -7.22170 -25.91702 28.34472
103 H -6.66565 -28.39976 28.56506
104 H -5.83306 -29.57662 26.65007
105 H -5.37902 -28.47500 24.53656

DFT (ωB97M-V/def2-TZVPD) results for a molecular structure, C34H38BrN5OPSSr in a non-equilibrium geometry.

Values from the calculation:
orbital gap = 0.2502 hartree
net charge = +1

Element x y z (Å)
1 Sr 0.26563 -0.02709 0.21166
2 Br -5.78786 4.04933 2.58279
3 C -4.13458 3.17626 2.23376
4 C -3.13612 3.15745 3.21757
5 C -1.94092 2.54150 2.96164
6 C -1.66455 1.90350 1.72322
7 O -0.51461 1.35872 1.51686
8 C -2.71046 1.90367 0.74298
9 C -2.63277 1.25912 -0.52911
10 N -1.66302 0.52923 -0.98811
11 C -1.74343 -0.05318 -2.26603
12 C -2.81018 0.08019 -3.13537
13 C -2.85063 -0.54017 -4.39141
14 C -1.81022 -1.31035 -4.82324
15 C -0.68457 -1.46889 -3.99072
16 C 0.43307 -2.22634 -4.40283
17 C 1.52223 -2.34690 -3.58602
18 C 1.47980 -1.71147 -2.33825
19 N 0.45682 -1.00508 -1.91230
20 C -0.63324 -0.84940 -2.71157
21 C -3.92740 2.56662 1.03181
22 H -3.31946 3.63321 4.17186
23 H -1.15547 2.52685 3.70674
24 H -3.52250 1.41965 -1.13806
25 H -3.66171 0.68538 -2.86311
26 H -3.72141 -0.40035 -5.01829
27 H -1.82607 -1.79516 -5.79072
28 H 0.40814 -2.70105 -5.37635
29 H 2.39434 -2.91376 -3.87941
30 H 2.32515 -1.78881 -1.65706
31 H -4.71230 2.58091 0.28520
32 N -3.62243 -6.28047 1.84623
33 C -2.90677 -5.51427 2.68286
34 S -2.70724 -5.93446 4.26263
35 C -2.28138 -4.28750 2.11544
36 C -1.79067 -3.28778 2.95379
37 C -1.15440 -2.19298 2.40513
38 N -0.97397 -2.03138 1.09006
39 C -1.47548 -2.96502 0.28320
40 C -2.13058 -4.09384 0.74231
41 H -4.05903 -7.10543 2.22166
42 H -3.87006 -5.99247 0.91581
43 H -1.90701 -3.38426 4.02291
44 H -0.76033 -1.40427 3.03859
45 H -1.34208 -2.80915 -0.78238
46 H -2.48582 -4.81719 0.02174
47 N 1.35752 2.15996 -0.94635
48 C 0.61950 2.50202 -2.11647
49 C -0.46707 3.36580 -2.03798
50 C -1.22560 3.63808 -3.16531
51 C -0.90054 3.06166 -4.38550
52 C 0.19517 2.21558 -4.47016
53 C 0.95000 1.93337 -3.34255
54 H 1.18734 2.82956 -0.20443
55 H 2.35156 2.12070 -1.13414
56 H -0.72789 3.81308 -1.08397
57 H -2.06436 4.31861 -3.09378
58 H -1.49046 3.27982 -5.26584
59 H 0.46412 1.77044 -5.41973
60 H 1.80398 1.26712 -3.41117
61 C 3.77970 -3.74272 2.32467
62 C 2.62073 -2.95289 1.71927
63 P 2.86506 -1.13110 1.49656
64 C 4.54862 -1.08123 0.72544
65 C 4.88509 0.26961 0.09093
66 C 3.20919 -0.57940 3.22693
67 C 3.14064 0.94300 3.38820
68 H 3.49029 -4.78664 2.44882
69 H 4.05997 -3.35944 3.30583
70 H 4.65893 -3.71997 1.68174
71 H 1.72588 -3.06619 2.33821
72 H 2.37020 -3.35669 0.73280
73 H 4.57804 -1.86041 -0.04130
74 H 5.28588 -1.33677 1.48791
75 H 4.13967 0.53808 -0.66159
76 H 5.85795 0.23004 -0.39875
77 H 4.92042 1.06361 0.83606
78 H 4.18772 -0.95216 3.53368
79 H 2.45546 -1.04926 3.86438
80 H 3.98261 1.43121 2.89820
81 H 3.17175 1.21662 4.44245
82 H 2.21565 1.33791 2.96204

DFT (ωB97M-V/def2-TZVPD) results for 5 unconnected molecules or ions with the total composition C34H38Cl2F4IN4 in a non-equilibrium geometry.

Values from the calculation:
orbital gap = 0.2471 hartree
net charge = +1

Element x y z (Å)
1 C 6.01774 -0.41913 0.02919
2 C 5.70136 -0.19984 -1.58646
3 C 6.30334 1.24582 -2.06941
4 C 4.14493 -0.48671 -2.00789
5 C 3.28871 0.83117 -2.47091
6 N 2.76751 1.67417 -1.28776
7 N 3.36114 2.76154 -0.66446
8 C 2.53531 3.37814 0.44278
9 I 2.91471 5.10178 1.73559
10 N 1.29753 2.50887 0.43215
11 C 1.39113 1.43008 -0.63786
12 N 0.42956 0.49262 -0.92135
13 C -0.92212 0.35122 -0.25455
14 Cl -1.89779 1.95437 -0.17378
15 C -0.86823 -0.44087 1.20718
16 C -2.33921 -1.22979 1.31628
17 Cl 0.42006 -1.80408 1.18364
18 H 7.18084 -0.19879 0.17944
19 H 5.33195 0.21673 0.73473
20 H 5.91320 -1.59464 0.20566
21 H 6.35406 -1.03197 -2.14040
22 H 5.98627 1.56885 -3.16243
23 H 7.48840 1.11032 -2.12074
24 H 6.13878 2.11341 -1.26961
25 H 3.60548 -0.90729 -1.02966
26 H 4.03960 -1.36804 -2.80571
27 H 2.29750 0.41570 -2.99096
28 H 3.81196 1.49337 -3.29887
29 H 4.28282 3.19391 -0.89448
30 H 0.66157 -0.20579 -1.69094
31 H -1.56916 -0.36126 -0.96064
32 H -0.76943 0.28576 2.12375
33 H -3.09118 -0.67570 0.57294
34 H -2.76670 -1.12945 2.40319
35 H -2.27902 -2.34075 0.92324
36 F -2.62024 -7.90519 -1.44111
37 C -1.91128 -6.89782 -0.91461
38 C -1.52457 -5.83634 -1.72540
39 C -0.79080 -4.78475 -1.17647
40 C -0.44223 -4.81179 0.17614
41 C -0.83075 -5.88412 0.98057
42 C -1.57399 -6.92996 0.43391
43 H -1.79728 -5.83658 -2.77568
44 H -0.49031 -3.94648 -1.80013
45 H 0.13393 -3.99354 0.60284
46 H -0.55476 -5.90495 2.03209
47 H -1.89193 -7.76689 1.04677
48 F 3.19511 3.49733 8.14947
49 C 2.65623 4.45913 7.38844
50 C 1.75102 5.35132 7.95257
51 C 1.19360 6.35609 7.16180
52 C 1.53975 6.45073 5.81161
53 C 2.44542 5.54733 5.25343
54 C 3.01107 4.54974 6.04710
55 H 1.48775 5.25723 9.00104
56 H 0.49086 7.06339 7.59521
57 H 1.10134 7.23181 5.19414
58 H 2.71016 5.62041 4.20135
59 H 3.72348 3.84475 5.63169
60 F -1.15744 -4.51997 -4.93956
61 C -2.06733 -4.92871 -5.83379
62 C -2.29620 -6.28973 -6.00382
63 C -3.24716 -6.71560 -6.93111
64 C -3.95157 -5.77494 -7.68659
65 C -3.71107 -4.41123 -7.51224
66 C -2.76816 -3.98543 -6.57701
67 H -1.73355 -7.00601 -5.41406
68 H -3.43907 -7.77717 -7.06599
69 H -4.69000 -6.10770 -8.41292
70 H -4.25759 -3.68111 -8.10431
71 H -2.57507 -2.92907 -6.42228
72 F -4.10371 2.36674 3.78598
73 C -4.64259 3.32854 3.02495
74 C -5.54780 4.22073 3.58908
75 C -6.10522 5.22550 2.79831
76 C -5.75907 5.32013 1.44813
77 C -4.85340 4.41673 0.88994
78 C -4.28775 3.41915 1.68361
79 H -5.81107 4.12663 4.63755
80 H -6.80796 5.93279 3.23172
81 H -6.19748 6.10122 0.83065
82 H -4.58866 4.48982 -0.16214
83 H -3.57533 2.71415 1.26820